Record 1
18
Properties=species:S:1:pos:R:3:forces:R:3 method="wB97M-V/def2-TZVPD" e_homo_ev=-9.83 orbital_gap_ev=10.4 charge=0 molar_mass_g_mol=109.125 e_tot_ha=-401.34915 de_lowest_kcal_mol=40.1 largest_force_ev_per_a=2.9 e_lumo_ev=0.5 smiles="CN(C)C=O.O.O"
C 1.457 0.120 1.643 -0.774 -0.135 -0.132
N 0.358 -0.519 0.917 -0.302 0.036 0.178
C 0.604 -1.793 0.294 1.197 -0.897 0.205
C -0.910 -0.069 1.040 0.460 -0.094 0.219
O -1.267 0.844 1.766 0.003 0.122 -0.230
H 2.192 0.460 0.927 0.332 0.046 -0.135
H 1.911 -0.545 2.374 0.017 -0.171 -0.012
H 1.035 0.969 2.161 0.023 0.198 0.122
H 0.583 -2.614 1.017 -0.537 -0.005 0.185
H 1.661 -1.842 0.014 -0.183 0.328 -0.565
H -0.028 -2.062 -0.557 0.017 0.464 0.183
H -1.592 -0.575 0.347 -0.216 -0.224 0.075
O -1.410 0.461 -3.479 0.218 -0.599 -0.524
H -0.782 1.183 -3.405 -0.376 0.171 0.130
H -2.030 0.476 -2.749 0.107 0.477 0.240
O -0.665 2.050 -0.835 -1.009 2.616 -0.593
H -0.247 1.604 -1.556 0.416 -1.273 0.987
H -0.872 1.853 0.082 0.606 -1.062 -0.329

***

Record 2
119
Properties=species:S:1:pos:R:3:forces:R:3 method="wB97M-V/def2-TZVPD" e_homo_ev=-7.54 orbital_gap_ev=7.9 charge=0 molar_mass_g_mol=1023.523 e_tot_ha=-5136.10339 de_lowest_kcal_mol=15.2 largest_force_ev_per_a=1.2 e_lumo_ev=0.3
Hf -1.265 0.308 0.411 0.682 0.333 0.772
C -1.641 3.512 3.325 -0.242 0.056 -0.051
N -0.823 2.506 2.651 0.344 -0.125 0.192
C 0.137 3.207 1.799 0.137 0.077 0.076
C -0.159 1.771 3.723 0.117 -0.330 0.020
C 0.577 0.514 3.302 0.018 0.532 0.139
N -0.252 -0.566 2.743 0.056 -0.062 -0.052
C 0.686 -1.678 2.548 0.239 -0.403 -0.132
C -1.224 -1.063 3.725 -0.314 0.077 0.115
H -1.032 4.102 4.028 0.027 -0.017 -0.055
H -2.439 3.021 3.880 -0.021 -0.014 0.052
H -2.083 4.188 2.599 0.025 0.061 -0.018
H 0.782 3.874 2.395 -0.016 -0.019 -0.026
H -0.412 3.813 1.079 -0.015 -0.001 -0.054
H 0.755 2.500 1.249 0.042 0.182 0.108
H -0.927 1.515 4.455 0.050 0.037 0.039
H 0.579 2.424 4.229 -0.114 -0.074 -0.010
H 1.108 0.141 4.198 -0.094 0.010 -0.205
H 1.323 0.751 2.544 0.044 -0.061 0.160
H 1.198 -1.910 3.494 0.013 0.140 -0.042
H 1.431 -1.418 1.804 -0.005 -0.069 0.034
H 0.152 -2.571 2.232 0.061 0.133 0.015
H -0.715 -1.450 4.619 0.123 0.038 -0.096
H -1.779 -1.882 3.267 -0.023 0.037 0.018
H -1.922 -0.290 4.025 0.062 -0.067 -0.076
C -0.392 0.507 -2.932 0.237 -0.289 -0.134
N -1.166 1.035 -1.833 -0.399 0.517 0.375
C -1.774 2.158 -2.004 0.054 -0.079 -0.300
C -2.511 2.753 -0.963 -0.508 0.757 0.166
C -3.404 3.832 -1.015 0.490 -0.415 -0.309
C -3.985 3.913 0.241 0.002 -0.134 0.258
C -3.421 2.888 0.998 -0.265 0.084 0.084
N -2.513 2.191 0.297 0.166 0.099 -0.889
C -0.962 -0.745 -3.552 0.195 0.039 0.013
C -2.162 -0.750 -4.250 0.036 -0.012 0.121
C -2.593 -1.913 -4.866 -0.113 0.078 -0.105
C -1.821 -3.062 -4.816 0.003 -0.075 -0.028
C -0.627 -3.060 -4.118 0.045 -0.008 -0.179
C -0.207 -1.905 -3.486 -0.043 0.170 -0.134
H 0.585 0.258 -2.512 -0.058 0.042 -0.242
H -0.265 1.266 -3.726 0.008 -0.088 0.342
H -1.755 2.682 -2.968 0.084 -0.208 0.098
H -3.610 4.441 -1.875 0.002 0.131 -0.170
H -4.711 4.631 0.572 -0.149 0.047 0.100
H -3.664 2.637 2.013 0.104 -0.032 0.159
H -2.757 0.151 -4.312 -0.091 0.093 0.017
H -3.538 -1.925 -5.387 -0.083 0.018 -0.101
H -2.159 -3.960 -5.308 -0.070 -0.128 -0.041
H -0.023 -3.952 -4.074 0.073 -0.135 0.040
H 0.711 -1.881 -2.927 0.114 -0.018 0.083
C -6.282 0.604 3.785 0.014 0.138 0.497
N -5.478 0.213 2.650 0.353 -0.015 0.034
C -6.043 -0.168 1.490 0.195 -0.193 -0.562
C -5.285 -0.451 0.410 -0.047 0.025 -0.038
C -3.870 -0.287 0.537 -1.079 -0.191 0.520
O -3.095 -0.364 -0.455 -0.229 -0.013 -0.452
N -3.307 -0.002 1.725 0.267 -0.250 -0.747
C -4.079 0.327 2.785 -0.211 0.085 0.299
O -3.640 0.741 3.846 -0.097 0.269 0.326
H -7.335 0.436 3.564 0.080 -0.002 -0.064
H -6.113 1.659 4.012 -0.071 -0.109 0.031
H -5.993 0.018 4.659 -0.065 0.098 -0.049
H -7.122 -0.213 1.468 -0.019 -0.022 0.040
H -5.709 -0.741 -0.533 -0.083 -0.005 -0.141
Se -0.785 -2.214 -0.150 0.105 -1.065 -0.353
C -1.899 -3.420 -1.174 -0.185 0.344 0.260
C -3.123 -3.096 -1.743 0.036 0.062 0.099
C -3.810 -4.073 -2.443 -0.078 0.146 0.054
N -3.375 -5.309 -2.618 -0.249 -0.330 -0.227
C -2.205 -5.617 -2.077 0.179 -0.111 0.034
C -1.435 -4.727 -1.354 0.069 0.447 0.238
H -3.532 -2.103 -1.659 0.023 0.032 0.001
H -4.772 -3.848 -2.887 -0.057 0.100 -0.045
H -1.875 -6.638 -2.235 0.122 -0.021 0.055
H -0.488 -5.021 -0.921 0.039 -0.114 -0.016
C 4.474 -1.925 -1.304 -0.381 0.030 0.058
C 3.056 -2.347 -0.930 0.396 -0.577 -0.073
C 3.052 -3.064 0.420 -0.082 0.235 -0.238
C 2.524 -3.322 -1.985 0.038 0.311 0.259
O 2.188 -1.218 -0.874 -0.003 0.390 -0.119
Si 2.264 0.259 -0.164 0.866 -0.389 -0.074
O 0.750 0.674 0.138 -1.002 -0.038 0.189
O 3.118 0.136 1.233 -0.273 -0.273 -0.189
C 4.171 0.846 1.859 0.616 0.337 0.492
C 4.483 0.089 3.157 -0.136 0.201 -0.379
C 5.420 0.893 0.977 -0.258 -0.112 0.074
C 3.739 2.284 2.166 -0.046 -0.379 -0.097
O 3.148 1.343 -1.018 -0.217 -0.177 0.226
C 3.200 1.892 -2.317 0.187 0.521 -0.705
C 2.097 2.951 -2.460 0.247 -0.271 0.159
C 4.570 2.575 -2.465 -0.374 -0.198 0.164
C 3.095 0.806 -3.401 0.023 0.142 0.285
H 5.117 -2.798 -1.371 0.115 -0.082 0.012
H 4.860 -1.247 -0.555 0.189 0.108 0.120
H 4.469 -1.416 -2.263 0.044 0.060 -0.157
H 3.696 -3.938 0.380 0.098 -0.126 0.011
H 2.037 -3.377 0.647 -0.109 -0.085 0.087
H 3.404 -2.393 1.195 0.087 0.075 0.208
H 3.116 -4.233 -1.956 0.064 -0.125 -0.007
H 2.598 -2.903 -2.986 -0.015 0.083 -0.147
H 1.487 -3.564 -1.766 -0.121 -0.060 -0.011
H 4.728 -0.945 2.931 0.045 -0.143 -0.046
H 3.621 0.102 3.817 -0.145 0.001 0.127
H 5.328 0.541 3.668 0.105 0.090 0.089
H 5.844 -0.099 0.855 0.089 -0.142 0.003
H 6.172 1.534 1.428 0.115 0.067 0.098
H 5.151 1.288 0.006 0.110 0.063 -0.125
H 2.897 2.297 2.851 -0.127 0.019 0.111
H 3.443 2.762 1.237 -0.031 0.202 -0.124
H 4.560 2.842 2.611 0.046 0.047 0.032
H 2.312 3.797 -1.811 0.019 0.086 0.099
H 1.141 2.537 -2.156 -0.204 -0.048 -0.032
H 2.039 3.306 -3.486 -0.049 0.047 -0.086
H 4.694 3.359 -1.723 -0.013 0.129 0.102
H 4.657 3.009 -3.459 0.034 0.061 -0.105
H 5.363 1.844 -2.332 0.099 -0.082 -0.014
H 2.450 0.003 -3.063 -0.085 -0.157 -0.123
H 4.077 0.387 -3.607 0.048 -0.098 -0.002
H 2.705 1.219 -4.328 -0.048 0.025 -0.091

***

Record 3
51
Properties=species:S:1:pos:R:3:forces:R:3 method="wB97M-V/def2-TZVPD" e_homo_ev=-8.56 orbital_gap_ev=9.1 charge=0 molar_mass_g_mol=377.448 e_tot_ha=-1238.32522 de_lowest_kcal_mol=33.8 largest_force_ev_per_a=1.0 e_lumo_ev=0.6 smiles="CC(=O)c1cc(C(=O)N[C@H]2CCCc3c2cnn3-c2cc(C)cc(C)c2)[nH]n1"
C -7.586 -2.033 -0.439 -0.272 0.155 -0.036
C -6.898 -0.697 -0.416 -0.349 -0.403 -0.013
O -7.475 0.358 -0.560 0.160 0.004 0.016
C -5.443 -0.758 -0.207 0.922 0.423 0.110
C -4.548 0.332 -0.171 0.240 -0.305 0.051
C -3.309 -0.237 0.053 -0.574 -0.060 -0.098
C -1.928 0.268 0.217 -0.117 0.061 -0.004
O -1.022 -0.508 0.468 -0.008 -0.228 0.071
N -1.813 1.602 0.065 -0.154 0.254 -0.054
C -0.578 2.385 0.122 0.204 0.041 0.201
C -0.234 2.805 1.563 -0.070 -0.092 -0.058
C 0.442 1.678 2.343 0.063 0.127 -0.001
C 1.802 1.326 1.735 -0.030 -0.103 0.173
C 1.616 1.120 0.275 -0.376 0.433 -0.191
C 0.570 1.636 -0.463 0.415 -0.015 0.129
C 0.860 1.290 -1.792 0.183 0.054 0.398
N 1.999 0.634 -1.862 0.152 -0.304 -0.893
N 2.451 0.524 -0.606 -0.574 0.281 0.225
C 3.659 -0.154 -0.361 0.665 -0.261 -0.036
C 3.737 -1.128 0.627 -0.020 0.086 -0.082
C 4.933 -1.790 0.853 -0.011 0.074 -0.027
C 5.043 -2.834 1.923 0.027 0.024 0.009
C 6.038 -1.474 0.071 -0.111 0.044 -0.032
C 5.964 -0.526 -0.939 -0.061 -0.037 0.085
C 7.149 -0.214 -1.800 -0.026 0.009 -0.028
C 4.761 0.136 -1.150 -0.147 -0.007 0.138
N -3.527 -1.573 0.135 0.389 0.361 0.028
N -4.786 -1.903 -0.018 -0.628 -0.441 -0.061
H -8.658 -1.901 -0.553 -0.007 0.042 -0.003
H -7.193 -2.622 -1.264 0.039 -0.114 -0.042
H -7.365 -2.570 0.480 0.021 -0.111 0.051
H -4.818 1.360 -0.294 -0.015 0.245 -0.022
H -2.662 2.120 -0.091 0.013 -0.101 -0.004
H -0.777 3.284 -0.476 0.011 -0.147 0.117
H -1.148 3.116 2.073 0.022 0.073 -0.039
H 0.438 3.665 1.517 0.002 0.082 0.010
H 0.571 1.979 3.385 -0.012 -0.032 -0.010
H -0.191 0.792 2.317 -0.007 -0.016 0.093
H 2.214 0.443 2.223 0.037 0.049 0.013
H 2.509 2.149 1.894 0.016 -0.072 0.047
H 0.294 1.492 -2.679 -0.084 0.015 -0.242
H 2.856 -1.391 1.192 -0.109 -0.033 0.052
H 5.509 -3.736 1.531 0.011 -0.089 0.031
H 4.065 -3.090 2.321 -0.042 -0.060 0.063
H 5.664 -2.468 2.741 0.014 -0.040 0.085
H 6.971 -1.991 0.248 0.131 -0.062 0.003
H 8.036 -0.735 -1.449 0.081 -0.009 -0.014
H 7.349 0.857 -1.800 0.073 0.054 -0.032
H 6.953 -0.515 -2.828 0.060 -0.004 -0.085
H 4.667 0.872 -1.933 -0.028 0.096 -0.079
H -2.804 -2.263 0.292 -0.118 0.057 -0.014